Record 1
The following is a DFT calculation (ωB97M-V/def2-TZVPD) of the molecule C18H17N3O6S at a distorted geometry.

Last column: Mulliken charge in e.
CARTESIAN COORDINATES (ANGSTROEM)
C1 4.37305 -3.35866 -1.50707  -1.355
N1 3.49041 -2.92369 -0.44168  -0.070
C2 4.00728 -2.91885 0.83177  0.602
O1 5.14561 -3.25938 1.06338  -0.618
C3 3.10079 -2.46303 1.95239  0.592
O2 3.51097 -2.40592 3.08997  -0.620
N2 1.81128 -2.12460 1.62400  -0.106
C4 0.94577 -1.68757 2.70202  -1.312
C5 1.33189 -2.16822 0.32804  0.100
C6 0.01019 -1.83266 0.03692  -0.103
C7 -0.43703 -1.84680 -1.26551  -0.538
S1 -2.14640 -1.46019 -1.62214  1.444
O3 -2.21654 -0.79500 -2.88700  -0.637
O4 -2.93817 -2.63565 -1.41681  -0.743
N3 -2.56762 -0.44599 -0.35523  -0.239
C8 -2.24695 0.91000 -0.30909  0.776
C9 -1.13115 1.39237 -0.98685  -0.095
C10 -0.80806 2.73291 -0.91238  -1.271
C11 -1.56655 3.60941 -0.14820  0.599
C12 -2.66429 3.11871 0.56516  0.359
C13 -3.00506 1.77686 0.46707  -0.976
O5 -3.42903 3.91871 1.37127  -0.460
C14 -2.83408 5.16852 1.64862  -0.451
C15 -2.24361 5.76750 0.37312  -0.457
O6 -1.21699 4.93758 -0.12235  -0.463
C16 0.39771 -2.19936 -2.30762  -1.234
C17 1.70391 -2.55705 -2.03478  -0.409
C18 2.18891 -2.55424 -0.72490  0.911
H1 5.32451 -3.61962 -1.04513  0.399
H2 4.53191 -2.55580 -2.22701  0.393
H3 3.96397 -4.23558 -2.00879  0.403
H4 0.58770 -0.67456 2.51693  0.404
H5 1.54274 -1.70055 3.61331  0.409
H6 0.10084 -2.36680 2.81558  0.361
H7 -0.68075 -1.54950 0.81032  0.742
H8 -3.44292 -0.70775 0.07029  0.231
H9 -0.54346 0.72547 -1.59452  0.399
H10 0.03880 3.12838 -1.44903  0.436
H11 -3.86748 1.42739 1.01250  0.387
H12 -3.62200 5.80170 2.05868  0.341
H13 -2.03505 5.04443 2.39223  0.285
H14 -1.79050 6.74098 0.56500  0.339
H15 -3.03876 5.87064 -0.37794  0.291
H16 0.01643 -2.18555 -3.31504  0.487
H17 2.34777 -2.83901 -2.84950  0.465

Cartesian forces, eV/Å:
0.3 -0.1 -0.1
0.2 0.0 0.1
0.7 -0.3 -0.2
-0.3 0.1 0.2
-0.2 0.2 0.7
0.1 -0.1 -0.4
0.2 0.0 0.2
0.0 0.1 0.4
-0.2 -0.1 -0.7
0.3 -0.1 0.2
-0.4 0.2 -0.2
-0.2 -0.1 0.4
0.3 0.1 0.1
0.0 0.0 0.2
0.0 -0.9 -0.5
0.4 0.8 0.0
-0.1 0.1 0.0
-0.2 0.1 0.2
-0.1 0.0 0.0
0.2 0.0 0.0
0.1 0.0 -0.1
-0.1 -0.4 -0.2
0.4 0.5 -0.1
-0.4 0.1 0.3
0.2 -0.3 0.0
-0.2 0.1 0.0
0.0 0.0 0.2
-0.6 0.2 0.0
-0.2 0.0 -0.1
0.0 0.0 0.0
0.0 0.0 0.0
0.0 0.0 0.0
-0.2 0.0 -0.1
0.0 0.0 0.0
0.0 0.1 0.2
-0.1 -0.3 -0.1
0.1 0.1 -0.1
0.1 0.1 -0.1
-0.1 0.0 0.1
0.1 0.0 0.0
-0.1 0.0 0.0
-0.1 -0.1 0.0
0.1 0.0 0.1
0.1 0.0 -0.2
0.1 0.0 -0.1

The LUMO energy is 0.02 eV. Its SMILES is Cn1c(=O)c(=O)n(C)c2cc(S(=O)(=O)Nc3ccc4c(c3)OCCO4)ccc21. For the total energy, the calculation gives -46532.3884 eV. For the HOMO energy, the calculation gives -8.25 eV. The HOMO-LUMO gap is 0.30408 hartree.

Record 2
The following is a DFT calculation (ωB97M-V/def2-TZVPD) of a structure of composition C18H18AlCl6N3O5S2.

Last column: Mulliken charge in e.
CARTESIAN COORDINATES (ANGSTROEM)
Al1 -0.16611 0.00866 -0.98511  0.462
Cl1 7.01874 0.13849 1.12531  -0.191
C1 5.42783 0.03732 0.47408  0.269
C2 4.33738 -0.20214 1.30616  -0.097
Cl2 4.58644 -0.41879 2.99403  -0.197
C3 3.05070 -0.26577 0.78362  0.710
Cl3 1.71254 -0.54803 1.82545  -0.104
C4 2.79934 -0.09707 -0.59140  -0.477
O1 1.58348 -0.14305 -1.09155  0.001
C5 3.91748 0.14066 -1.40666  0.327
Cl4 3.68776 0.42424 -3.09510  -0.231
C6 5.20878 0.20760 -0.88654  0.028
Cl5 6.54340 0.51593 -1.93019  -0.193
C7 -3.31247 2.20928 2.70848  -1.557
C8 -1.80713 2.48969 2.57282  2.200
C9 -1.09450 2.14062 3.88487  -1.657
C10 -1.58893 3.97083 2.23169  -1.612
C11 -1.26809 1.66242 1.47609  0.309
C12 -0.84488 0.98400 0.56547  -1.567
H1 -3.74237 2.82146 3.50539  0.471
H2 -3.48178 1.15740 2.95418  0.178
H3 -3.82904 2.43719 1.77424  0.359
H4 -1.50348 2.73869 4.70467  0.399
H5 -0.02463 2.34261 3.80751  0.379
H6 -1.22443 1.08348 4.12667  0.344
H7 -2.03327 4.60415 3.00512  0.406
H8 -2.04371 4.21361 1.27044  0.331
H9 -0.52254 4.19372 2.16972  0.386
S1 -0.53209 -2.19606 0.12851  -0.472
C13 -2.12751 -2.17706 0.68478  0.429
N1 -2.78027 -3.27743 1.10790  -0.239
C14 -4.19904 -3.01288 1.35019  -0.581
C15 -4.25006 -1.47157 1.32166  -0.526
N2 -2.93247 -1.12667 0.79807  0.657
H10 -2.41177 -4.19277 0.92040  0.229
H11 -4.51434 -3.41774 2.30804  0.330
H12 -4.81898 -3.45225 0.56929  0.281
H13 -4.39392 -1.05132 2.31673  0.283
H14 -5.03728 -1.09544 0.67303  0.332
H15 -2.59570 -0.17631 0.64966  -0.404
O2 -2.28790 0.52594 -1.74354  -0.553
Cl6 -1.72285 1.67864 -2.47517  1.689
O3 -1.95928 1.54449 -3.87285  -0.661
O4 -2.19118 2.90701 -1.94568  -0.591
O5 -0.24747 1.53294 -2.21387  -0.430
S2 -0.10040 -2.15748 -5.01922  -0.137
C16 -1.56707 -2.53554 -4.22106  -0.335
C17 -1.59976 -1.92888 -3.01659  -0.606
N3 -0.48008 -1.17927 -2.72080  0.692
C18 0.38353 -1.21473 -3.69507  0.030
H16 -2.31860 -3.16068 -4.67707  0.431
H17 -2.40668 -1.97630 -2.30352  0.302
H18 1.32097 -0.68637 -3.65944  0.175

Cartesian forces, eV/Å:
-0.1 -0.3 0.0
0.0 0.0 0.0
0.0 0.0 0.1
0.0 0.0 0.0
0.0 0.0 0.0
0.0 0.0 0.0
0.2 0.1 0.1
-0.2 0.1 0.2
0.3 -0.1 -0.2
0.1 0.1 -0.1
-0.2 -0.1 0.0
-0.1 0.0 -0.1
0.0 0.0 0.0
0.1 0.0 0.0
0.0 0.0 -0.1
0.0 0.0 0.0
0.0 0.0 0.0
-0.1 0.1 0.1
0.3 0.2 -0.1
0.0 0.0 0.0
0.0 0.0 0.0
0.0 0.0 0.0
0.0 0.0 0.0
0.0 0.0 0.0
0.0 0.0 0.0
0.0 0.0 0.0
0.0 0.0 0.0
0.0 0.0 0.0
-0.3 -0.3 -0.1
-0.1 0.2 0.1
-0.1 -0.1 0.0
0.1 0.0 0.0
0.2 -0.1 0.0
-0.2 0.0 -0.3
0.0 0.0 0.0
0.0 0.0 0.1
0.0 0.0 -0.1
0.0 0.0 0.0
0.0 0.0 0.0
0.1 0.0 0.1
0.0 0.4 -0.2
-0.3 -0.1 -0.1
0.1 0.1 0.4
0.1 -0.3 -0.2
-0.3 0.0 0.0
0.1 0.0 0.0
0.0 0.0 -0.1
0.0 0.0 0.1
0.0 0.1 0.2
0.0 -0.1 -0.1
0.1 0.1 0.1
0.0 0.0 0.0
0.1 0.1 0.0

The LUMO energy is 0.07 eV. For the total energy, the calculation gives -137064.5687 eV. For the HOMO energy, the calculation gives -8.31 eV. The HOMO-LUMO gap is 0.30779 hartree.

Record 3
The following is a DFT calculation (ωB97M-V/def2-TZVPD) of a structure of composition C18H18BBr3N9Sc at a distorted geometry.

Last column: Mulliken spin population.
CARTESIAN COORDINATES (ANGSTROEM)
Sc1 0.54662 -0.18713 0.88365  0.001
C1 0.18943 3.82272 -0.63838  0.001
C2 0.59059 2.98036 0.42361  0.000
N1 0.31802 1.66712 0.05820  0.000
N2 -0.42497 1.71697 -1.19885  -0.003
C3 -0.36535 2.97175 -1.63601  0.000
B1 -1.00286 0.47792 -1.92088  0.000
N3 0.09227 -0.65392 -2.17656  -0.001
C4 0.91378 -0.73197 -3.31841  0.006
C5 2.15630 -1.25331 -2.97564  0.000
C6 2.10858 -1.46464 -1.57199  0.000
N4 0.95956 -0.92764 -1.07710  0.000
N5 -1.93120 -0.24382 -0.79508  0.005
C7 -3.27135 -0.36216 -0.82593  0.002
C8 -3.84334 -0.32334 0.50041  0.003
C9 -2.70263 -0.33138 1.34863  -0.001
N6 -1.50223 -0.25826 0.57885  0.002
N7 -1.82470 0.74309 -3.17923  -0.011
C10 -2.68034 1.78821 -3.38933  0.336
C11 -3.33116 1.62199 -4.63851  0.325
C12 -2.83057 0.38516 -5.17663  -0.050
N8 -1.95956 -0.13587 -4.25385  0.383
H1 0.39885 4.84537 -0.80796  0.000
H2 1.08826 3.19914 1.36411  0.000
H3 -0.80468 3.26568 -2.59173  -0.001
H4 0.41304 -0.59250 -4.28520  -0.008
H5 2.87953 -1.64270 -3.67317  0.000
H6 2.77185 -2.03582 -0.92029  0.000
H7 -3.77878 -0.54137 -1.76608  -0.005
H8 -4.88419 -0.51618 0.80581  0.000
H9 -2.61802 -0.48776 2.40987  0.000
H10 -2.77947 2.55682 -2.57169  0.014
H11 -4.21013 2.20705 -4.92884  -0.003
H12 -3.10288 -0.20785 -6.04181  0.004
Br1 3.48076 0.05889 0.95326  0.000
C13 4.87208 -0.72202 2.09077  0.000
Br2 4.58557 -2.60278 2.48962  0.000
H13 4.89265 -0.24417 3.06354  0.000
H14 5.78288 -0.62735 1.51097  0.000
Br3 0.63752 -3.10080 1.40443  0.000
C14 0.73515 -2.09932 3.08098  0.000
C15 0.91202 -2.79772 4.27867  0.000
C16 1.12430 -2.08081 5.45308  0.000
C17 1.15256 -0.70296 5.35729  0.000
C18 0.90652 -0.07788 4.17102  0.000
N9 0.71370 -0.74021 3.00175  0.000
H15 1.04649 -3.89953 4.25456  0.000
H16 1.35602 -2.59920 6.40428  0.000
H17 1.43706 -0.12821 6.24510  0.000
H18 0.78643 1.01233 4.22669  0.000

Cartesian forces, eV/Å:
0.6 -1.3 0.5
0.1 -2.0 -0.4
-0.8 -1.3 -2.8
-1.4 2.5 -1.3
2.0 0.6 1.1
0.0 1.3 1.4
0.8 -3.0 1.8
3.0 2.0 -0.5
-1.2 -0.8 1.2
-1.1 -0.6 0.4
-1.4 1.0 -0.9
-0.6 -1.2 -1.4
-0.4 0.6 1.8
-0.4 0.3 1.9
2.1 -1.1 -0.5
1.3 0.0 -3.1
-4.0 -0.2 -0.6
-1.9 2.4 -1.2
1.9 -0.7 2.5
-0.8 -1.5 -1.2
0.8 0.9 2.8
-0.7 0.2 -1.1
0.0 0.8 0.3
-0.1 0.0 -0.3
0.5 0.0 0.4
0.7 0.0 0.4
0.2 0.2 0.1
0.0 0.5 -0.3
0.0 0.3 0.1
0.8 0.3 -0.3
-0.1 0.2 0.1
-0.3 -0.8 -1.3
0.6 -0.2 -0.3
0.1 0.3 0.0
0.1 0.4 0.0
0.0 -1.1 0.6
-0.1 0.5 -0.3
0.0 0.4 -0.3
-0.1 0.1 0.0
0.0 0.9 1.0
0.4 0.1 0.6
0.4 -0.9 -0.7
0.4 -0.6 -0.1
0.4 0.0 1.4
-0.4 0.8 -0.3
-0.2 -1.3 0.5
-0.5 0.9 0.0
-0.3 0.4 -0.7
-0.4 0.0 -0.4
0.3 -0.4 -0.7

The LUMO energy (alpha / beta) is -9.11 / -12.81 eV. For the total energy, the calculation gives -263848.6113 eV. Its total charge is +3. For the HOMO energy (alpha / beta), the calculation gives -17.79 / -17.79 eV. The HOMO-LUMO gap (alpha / beta) is 0.31920 / 0.18315 hartree. As for the multiplicity: 2.

Record 4
The following is a DFT calculation (ωB97M-V/def2-TZVPD) of the ion C18H18BFN5O4 with charge -1 at a distorted geometry.

Last column: Mulliken charge in e.
CARTESIAN COORDINATES (ANGSTROEM)
F1 -1.45518 -6.35054 -3.76286  -0.335
N1 1.82766 0.63333 2.43141  -0.776
N2 3.64782 3.84050 2.88091  -0.699
N3 2.43879 3.71828 0.78263  -0.617
O1 0.12659 -2.38680 0.40359  -0.502
O2 -1.49135 -0.83806 -0.58906  -0.570
O3 -0.77114 2.54864 -0.63711  -0.531
O4 0.83168 -0.63756 -1.26573  -0.593
C1 1.13267 0.48491 1.30816  -0.477
C2 3.18996 4.27977 1.66868  -0.245
C3 3.18037 2.66394 3.30489  0.059
C4 1.98390 2.48999 1.11607  0.536
C5 -1.04706 -3.93273 -3.98774  -0.971
C6 -0.86045 -2.68403 -3.39672  -0.667
C7 -1.06121 -5.04686 -1.82339  -0.685
C8 -1.22777 -5.12397 -3.17408  0.397
C9 2.39267 1.92920 2.36379  0.775
C10 -0.60998 -2.62408 -1.99083  0.215
C11 -0.78583 -3.79232 -1.29547  0.679
N4 3.50912 2.13957 4.57352  -0.533
N5 1.15453 1.59093 0.54084  0.251
B1 -0.27292 -1.55942 -0.82886  1.054
C12 -0.34709 -3.68984 0.16828  -0.938
C13 -2.76053 2.60354 1.56424  -1.545
C14 -2.18602 1.31675 0.94588  -0.019
C15 -1.44902 0.33735 -1.40569  -0.150
C16 -1.82077 1.61295 -0.54830  -0.450
C17 0.52062 1.85813 -0.84514  -0.594
C18 0.09583 0.52969 -1.66418  0.088
H1 0.59552 -0.42688 1.05261  0.758
H2 3.55272 5.28324 1.45332  0.416
H3 -1.23800 -4.12849 -5.04408  0.352
H4 -0.88881 -1.78299 -3.96193  0.408
H5 -1.01780 -5.89155 -1.15121  0.415
H6 3.51504 1.10336 4.57019  0.293
H7 4.34260 2.51017 4.98561  0.275
H8 -1.09300 -4.06718 0.92531  0.262
H9 0.54690 -4.24139 0.34584  0.345
H10 -3.15619 2.39981 2.57718  0.388
H11 -3.48801 3.07454 0.95469  0.375
H12 -1.98935 3.35927 1.61305  0.347
H13 -1.33397 0.83523 1.50164  0.122
H14 -2.96504 0.53248 0.97071  0.357
H15 -2.05995 0.21900 -2.31030  0.343
H16 -2.63535 2.04344 -1.14030  0.652
H17 1.21742 2.50728 -1.42213  0.511
H18 0.20939 0.75939 -2.75793  0.222

Cartesian forces, eV/Å:
0.1 0.8 0.0
0.0 0.6 -0.3
-0.9 -0.3 0.2
-1.5 -0.7 -1.5
-1.2 1.3 -1.7
-0.4 2.0 -0.1
2.6 -0.3 -0.6
-2.0 1.8 -0.1
0.6 -0.7 2.2
1.4 0.7 1.4
0.2 -0.8 -1.1
1.9 0.9 3.2
-1.4 -1.9 0.6
0.4 -1.2 1.5
-0.1 0.0 0.0
0.8 1.5 -0.9
-1.4 -1.4 -0.6
-0.6 -1.0 -0.7
0.9 -0.9 1.2
-0.6 -0.8 -1.4
-0.4 1.2 -3.8
1.0 -1.1 -0.1
-0.1 0.4 0.3
1.2 -0.8 1.1
-0.5 -0.3 -0.9
1.6 -0.3 2.5
-0.6 -1.5 -0.4
-1.7 -0.8 0.9
0.9 0.5 -0.1
0.2 0.4 0.1
0.0 -0.1 -0.2
0.2 0.5 0.1
0.2 0.5 -0.7
-0.3 -0.3 -0.2
-0.2 1.1 0.0
0.3 0.4 0.0
0.2 0.6 -0.7
0.6 -1.5 -0.1
0.1 0.3 -0.5
-1.2 0.0 -0.7
0.4 0.2 0.4
-0.7 0.9 -0.6
0.3 0.3 -0.2
0.2 0.1 0.1
-0.4 0.4 0.8
-0.7 -0.3 0.8
0.4 -0.1 0.8

The LUMO energy is 3.04 eV. For the total energy, the calculation gives -37996.4346 eV. Its total charge is -1. For the HOMO energy, the calculation gives -5.45 eV. The HOMO-LUMO gap is 0.31215 hartree.

Record 5
The following is a DFT calculation (ωB97M-V/def2-TZVPD) of a cluster of 2 separate species, C18H18Br2I3N3O2PS in total at a distorted geometry.

Last column: Mulliken charge in e.
CARTESIAN COORDINATES (ANGSTROEM)
C1 0.62235 -1.06082 1.95596  -0.854
C2 1.51525 -0.54545 0.73243  0.146
I1 3.64780 -0.90996 0.76217  0.246
C3 0.91127 0.14964 -0.36860  -1.145
I2 2.00442 0.89161 -2.10301  0.264
N1 -0.57914 0.31592 -0.26167  0.885
C4 -1.40386 -0.81731 -0.61160  0.756
C5 -0.88421 -2.22844 -1.13987  -0.504
C6 -0.01670 -2.17254 -2.48274  -0.127
N2 -0.20399 -1.36887 -3.50366  -0.532
C7 -2.96276 -0.65700 -0.48164  -1.108
C8 -3.62928 0.68052 0.01943  0.611
C9 -5.20643 0.69157 0.14997  0.540
O1 -5.80480 -0.39955 -0.09292  -0.483
O2 -6.02598 1.80208 0.47735  -0.311
P1 -6.92088 2.39153 -0.87164  0.209
S1 -6.31267 4.20754 -1.23893  -0.335
C10 -2.65315 1.83510 0.36940  -0.916
I3 -3.37531 3.73411 1.09919  0.233
C11 -1.10381 1.60501 0.18787  0.880
C12 -0.07994 2.77465 0.49130  0.007
C13 1.01720 2.74779 1.57610  -0.133
C14 1.93797 3.94441 1.74125  -0.268
N3 1.98195 5.20152 1.07768  -0.468
C15 0.92806 5.19351 0.12253  -0.275
C16 -0.08033 4.12325 -0.25803  -0.259
H1 -0.16811 -1.84607 1.65082  0.192
H2 1.24899 -1.51131 2.79616  0.425
H3 0.01646 -0.18441 2.40363  0.210
H4 -0.23320 -2.68868 -0.29968  0.165
H5 -1.79197 -2.93894 -1.22463  0.468
H6 0.83946 -2.94110 -2.58673  0.347
H7 -1.01698 -0.77020 -3.27356  0.284
H8 -3.64328 -1.54023 -0.73715  0.343
H9 -8.33701 2.44130 -0.57490  0.146
H10 -6.73388 1.55093 -2.01314  0.158
H11 1.13428 1.83132 2.24679  0.205
H12 2.75484 3.82595 2.55008  0.304
H13 0.83431 6.18584 -0.46221  0.310
H14 -0.83645 4.31270 -1.09218  0.387
Br1 3.84765 -4.58517 0.51646  -0.145
C17 5.62758 -5.01840 -0.14907  -0.582
C18 6.68445 -4.70855 0.88070  -0.520
Br2 7.03425 -2.79227 0.97892  -0.156
H15 5.76058 -4.47198 -1.08254  0.365
H16 5.59914 -6.08855 -0.36099  0.340
H17 7.63853 -5.15710 0.59924  0.337
H18 6.41728 -5.03494 1.88563  0.358

Cartesian forces, eV/Å:
-0.2 0.3 0.1
-1.8 1.2 -1.9
-1.7 0.4 0.1
1.5 -1.8 2.6
-1.1 -0.3 1.5
-1.7 0.4 -0.3
-3.9 1.6 0.4
0.6 0.3 0.9
-0.1 0.6 -1.6
-0.2 -1.9 3.1
1.8 2.7 0.9
4.1 -0.3 -0.1
-2.7 -3.9 -0.8
2.8 4.2 0.8
1.5 -1.6 -1.9
0.2 2.6 -0.1
-0.4 -1.0 0.0
1.1 -2.9 -1.2
0.7 -1.5 -0.4
-1.8 -0.4 0.0
2.5 2.9 0.7
-1.0 1.8 -2.1
-0.1 -0.6 0.3
-4.3 -4.9 -1.1
-0.5 -0.1 -0.5
1.4 -1.3 2.1
1.4 1.2 0.3
-0.7 0.7 -1.4
1.0 -1.3 -0.7
-0.9 0.8 -1.4
1.4 1.3 -0.1
-1.5 1.2 0.4
0.3 0.0 -0.3
1.2 1.5 0.4
1.1 -0.9 0.2
-0.1 -0.3 1.0
0.0 1.6 -1.0
-1.5 0.2 -1.4
0.1 -1.8 1.0
1.3 -0.2 1.4
0.0 -0.2 -0.1
-0.1 -0.3 0.0
0.2 0.1 -0.1
-0.1 0.0 0.1
0.0 0.0 0.2
0.1 0.1 0.1
-0.1 0.0 0.0
0.0 0.0 -0.2

The LUMO energy is -5.45 eV. For the total energy, the calculation gives -212018.5635 eV. Its total charge is +1. For the HOMO energy, the calculation gives -11.48 eV. The HOMO-LUMO gap is 0.22138 hartree.